(1)
# C10H21BBrFO2

A 2-piece molecular cluster, C10H21BBrFO2 overall at a distorted geometry (ωB97M-V/def2-TZVPD, OMol25).

The geometry in XYZ format:
```
36
Properties=species:S:1:pos:R:3:forces:R:3
C 2.60400 -2.00858 -2.01835 0.80 -0.57 -0.99
C 2.02829 -0.58318 -2.58658 0.75 -0.39 -0.39
C 1.38501 0.41174 -1.45430 0.81 1.58 -0.71
F 1.36044 -0.13216 -0.07713 0.13 0.46 -2.58
B -0.11768 1.00771 -1.87526 -0.23 -1.61 0.59
C -1.49980 0.11965 -1.94222 -1.32 0.72 0.05
C -1.57038 -0.96964 -3.16515 -0.09 -0.86 1.32
C -1.49402 -2.46752 -2.49017 0.56 0.25 0.40
Br -3.41740 -0.80279 -4.00841 1.10 -0.13 0.30
H 3.61498 -2.22361 -2.61514 -2.21 0.41 1.31
H 1.87797 -2.90401 -2.32216 1.54 2.01 1.05
H 2.89458 -2.01579 -0.88500 -0.91 0.09 -2.21
H 2.94224 -0.02513 -3.11035 -2.10 -1.06 1.27
H 1.28334 -0.84569 -3.46710 1.32 0.69 1.95
H 2.09283 1.37250 -1.41562 -1.29 -2.30 0.34
H -0.21958 2.17606 -2.12300 0.24 -0.19 -0.12
H -2.40326 0.87947 -2.12032 2.03 -1.64 0.42
H -1.75706 -0.40448 -0.90124 0.73 0.91 -2.29
H -0.81815 -0.78645 -4.04256 -1.53 -0.45 1.81
H -0.36547 -2.64063 -2.18908 -2.20 0.20 -0.66
H -1.87511 -3.33133 -3.18250 0.84 1.81 1.25
H -2.10214 -2.48252 -1.46472 1.16 0.11 -2.46
C 0.25578 -0.10071 2.71253 0.21 -0.18 0.08
C -0.97801 0.77188 2.60372 0.30 -0.16 0.04
O -1.53385 1.03963 3.90424 -0.53 0.23 0.17
C -1.13442 2.04385 4.71698 -0.83 0.23 1.62
C 0.14607 2.76032 4.40889 0.09 0.69 -0.39
O -1.77174 2.31017 5.73359 0.93 -0.76 -2.03
H 1.05182 0.39440 3.27566 -0.06 0.03 -0.12
H 0.64035 -0.35192 1.71898 -0.19 0.08 0.42
H 0.02341 -1.03002 3.24517 -0.09 0.17 -0.11
H -0.79178 1.70063 2.05531 0.05 -0.03 0.16
H -1.74940 0.23303 2.04301 -0.06 0.16 0.33
H 0.96687 2.27878 4.94548 -0.09 0.04 -0.08
H 0.05318 3.79726 4.74771 0.03 -0.32 0.17
H 0.37810 2.80908 3.34510 0.11 -0.22 0.08
```
Forces are in eV/Å.

Values from the calculation:
**SMILES**: CC[C@H](F)BC[C@@H](C)Br.CCOC(C)=O
**Total charge**: 0



(2)
# C10H21BN2O3

One molecule with the formula C10H21BN2O3 at a distorted geometry (ωB97M-V/def2-TZVPD, OMol25).

The geometry in XYZ format:
```
37
Properties=species:S:1:pos:R:3:forces:R:3
C 1.68222 -0.03449 2.07325 -2.20 -0.74 -0.82
C 2.29630 -1.43969 1.67681 0.82 0.82 -0.46
C 1.52155 -2.10561 0.51937 2.18 -1.07 -0.73
C 0.13480 -2.65015 0.77923 0.84 -0.01 -0.12
C -0.87847 -1.57067 0.88461 -1.87 1.32 0.74
N -1.00969 -0.83718 -0.35290 1.03 1.06 -3.04
C -0.89756 0.52344 -0.59591 -0.08 -2.43 0.02
O -1.00259 1.29037 0.32534 -0.23 1.11 1.51
C -0.57059 0.99612 -1.99446 -1.07 0.34 -1.50
C 0.89489 1.41444 -2.02946 1.11 0.91 2.37
C 0.84578 2.99907 -1.73249 0.68 -1.63 0.04
C -0.64008 3.29312 -1.68853 -0.20 2.28 2.41
N -1.34418 2.22169 -2.30648 -0.83 -0.69 -0.39
B -2.37693 -1.67830 1.33305 0.22 0.99 0.94
O -3.12812 -0.49795 1.38785 0.89 -0.45 -0.47
O -2.76502 -2.80551 1.95101 -1.06 -0.54 0.32
H 0.89557 0.41976 1.34460 1.60 -1.22 0.55
H 2.39145 0.77801 2.11590 0.35 -0.02 0.95
H 0.97487 -0.21812 2.93497 1.37 0.76 -0.23
H 3.42505 -1.41261 1.47062 -1.56 0.66 -0.58
H 2.42092 -2.12273 2.51332 -0.98 -0.04 0.55
H 1.45003 -1.37157 -0.30365 0.41 -0.49 0.07
H 2.16995 -3.02056 0.21958 -0.97 1.53 -0.01
H -0.12892 -3.31856 -0.03007 -0.15 -0.22 -0.38
H 0.26653 -3.28597 1.62725 -0.70 -0.33 0.97
H -0.65131 -0.82750 1.65334 0.67 0.03 -0.06
H -1.04709 -1.43123 -1.17788 0.11 0.28 0.20
H -0.84598 0.23793 -2.74458 0.26 0.05 0.32
H 1.48623 0.87883 -1.17801 -0.78 0.86 -1.70
H 1.37184 1.28633 -2.97274 0.24 -0.58 -0.69
H 1.31991 3.59903 -2.50385 0.42 -0.26 -0.10
H 1.35705 3.12590 -0.76389 -0.31 0.48 -0.45
H -0.88528 4.36910 -2.05624 0.11 -2.07 0.48
H -0.86817 3.18407 -0.57923 -0.19 0.91 -1.42
H -1.65021 2.39050 -3.26391 0.56 -0.53 0.32
H -2.60138 0.28654 1.07375 -0.62 -0.88 0.37
H -3.61337 -2.66586 2.39043 -0.08 -0.22 0.01
```
Forces are in eV/Å.

Values from the calculation:
**SMILES**: CCCC[C@@H](NC(=O)[C@@H]1CCCN1)B(O)O
**Total charge**: 0



(3)
# C10H21BO9S2

A 3-piece molecular cluster, C10H21BO9S2 overall at a distorted geometry (ωB97M-V/def2-TZVPD, OMol25).

The geometry in XYZ format:
```
43
Properties=species:S:1:pos:R:3:forces:R:3
C -0.68132 -0.19141 -1.70161 0.62 0.15 -0.21
O 0.47062 0.63821 -1.96124 -0.45 -0.12 0.44
B 1.53421 0.52282 -1.12843 -0.03 0.49 -0.72
O 2.14677 1.67388 -0.70327 0.34 -0.37 0.39
O 2.09041 -0.71734 -0.73574 -1.04 -0.32 0.21
C 1.86581 -1.12985 0.52481 2.49 -0.14 1.42
O 2.75782 -1.20230 1.34303 -1.16 0.12 -0.89
O 0.60374 -1.53012 0.79007 -0.47 0.44 -1.05
H -1.41636 -0.07128 -2.48100 -0.01 0.20 -0.34
H -1.12321 0.09947 -0.75652 -0.17 0.03 0.17
H -0.38457 -1.21692 -1.64956 0.11 -0.45 0.04
H 1.57030 2.10756 -0.06567 0.00 0.50 0.10
H 0.27485 -1.06505 1.56164 0.14 -0.18 0.55
O -4.20094 -2.39038 -2.77484 0.07 0.14 0.02
S -3.18904 -3.16796 -2.10746 0.08 -0.22 0.13
O -2.09089 -2.53149 -1.42123 -0.42 -0.12 -0.05
C -3.99035 -4.32899 -1.00618 -0.15 -0.27 0.06
C -4.23388 -5.56215 -1.87043 0.05 0.04 -0.10
C -2.94903 -5.76214 -2.68570 -0.03 0.02 0.06
C -2.54987 -4.39462 -3.25524 0.09 -0.35 -0.11
H -4.90102 -3.88397 -0.61288 0.05 0.14 -0.03
H -3.29627 -4.54426 -0.19442 0.04 0.06 -0.01
H -4.46746 -6.43445 -1.26243 -0.01 0.00 0.01
H -5.07555 -5.38483 -2.54305 -0.02 0.01 0.02
H -2.15777 -6.13421 -2.03242 0.00 0.02 0.02
H -3.08550 -6.49205 -3.48173 0.01 0.00 -0.01
H -1.47203 -4.27753 -3.32972 -0.01 0.15 0.00
H -3.00996 -4.21012 -4.22369 -0.05 0.11 0.03
O 0.32517 4.92665 2.16637 -0.16 -0.19 -0.01
S 1.47609 4.07303 2.30384 0.41 0.14 -0.02
O 1.38953 2.64365 2.10008 -0.38 0.00 -0.18
C 2.79661 4.72397 1.28883 0.27 0.17 -0.04
C 3.52698 5.69963 2.20652 -0.08 0.00 0.11
C 3.63532 4.99521 3.56565 0.02 -0.01 -0.08
C 2.25688 4.40300 3.88724 0.29 0.05 0.24
H 2.37471 5.19073 0.40205 -0.12 -0.09 0.00
H 3.43750 3.88885 1.00539 -0.06 -0.05 -0.01
H 4.50488 5.96291 1.80775 0.00 0.00 -0.01
H 2.94662 6.61874 2.31095 0.00 0.01 -0.04
H 4.37409 4.19454 3.50194 -0.01 -0.02 -0.02
H 3.95926 5.67733 4.34978 -0.01 0.00 0.02
H 2.32953 3.47326 4.44526 -0.14 -0.05 -0.04
H 1.62733 5.10995 4.42322 -0.10 -0.01 -0.09
```
Forces are in eV/Å.

Values from the calculation:
**SMILES**: COB(O)OC(=O)O.O=S1(=O)CCCC1.O=S1(=O)CCCC1
**Total charge**: 0



(4)
# C10H21BrNO2

C10H21BrNO2 as an isolated structure at a distorted geometry (ωB97M-V/def2-TZVPD, OMol25).

The geometry in XYZ format:
```
35
Properties=species:S:1:pos:R:3:forces:R:3
C 3.34164 -0.42958 1.46500 0.12 -0.68 -0.53
C 3.82772 -0.21741 0.01361 0.43 0.86 0.58
C 2.85913 0.58190 -0.88908 -0.18 -1.30 -0.23
C 1.37126 0.17316 -0.77500 -0.33 1.01 0.00
C 0.51089 1.37507 -1.27532 0.04 -1.16 0.07
C -1.00938 1.05933 -1.26736 0.81 0.71 -0.04
C -1.66552 1.61150 0.01418 -0.85 0.50 -0.67
C -3.05467 1.01860 0.37231 1.28 -0.80 1.12
C -2.98608 -0.53157 0.42755 -1.42 1.20 -1.47
O -1.77702 -0.84367 1.17047 -1.05 -0.69 -1.21
C -1.29023 -2.06565 0.97545 0.06 -0.25 0.19
N -1.45696 -2.76358 -0.24739 0.47 1.49 -0.59
O -0.66612 -2.58706 1.84484 1.15 -0.77 1.32
H 3.02171 0.49717 1.95469 0.07 -0.18 -0.12
H 4.14444 -0.90830 2.04582 -0.19 0.31 -0.02
H 2.51244 -1.15000 1.45730 0.04 0.34 0.22
H 4.12140 -1.18792 -0.41276 -0.36 0.21 -0.04
H 4.76456 0.36849 0.06473 -0.19 -0.26 -0.10
H 3.15976 0.37488 -1.93120 -0.04 0.34 0.22
H 2.95282 1.66644 -0.74281 0.04 -0.27 0.23
H 1.05419 -0.04024 0.25645 0.25 0.02 -0.18
H 1.13997 -0.72960 -1.36442 0.19 0.24 0.08
H 0.87877 1.61206 -2.28675 -0.19 0.24 0.27
H 0.71715 2.20279 -0.58169 -0.03 0.06 -0.42
H -1.12021 -0.02261 -1.40630 -0.19 0.22 0.14
H -1.45201 1.55419 -2.14546 -0.15 -0.27 0.22
H -1.82469 2.69234 -0.16804 0.19 -0.27 0.13
H -0.98437 1.56775 0.87464 -0.16 -0.36 -0.23
H -3.26146 1.31398 1.41166 -0.26 0.14 -0.41
H -3.87444 1.37345 -0.26075 0.21 -0.20 0.00
H -3.97628 -0.91320 0.93116 2.48 0.29 -1.06
H -2.95672 -0.85845 -0.63070 0.46 -0.28 0.44
H -1.37816 -2.06898 -0.99351 -0.56 -0.31 -0.10
H -0.61851 -3.32956 -0.34227 -0.30 -0.29 0.29
Br -5.02502 -0.39567 2.44098 -1.84 0.18 1.91
```
Forces are in eV/Å.

Values from the calculation:
**Total charge**: -1



| no. | orbital gap (eV) | lowest unoccupied orbital energy (eV) |
| --- | --- | --- |
| 1 | 9.46 | -0.616 |
| 2 | 9.15 | 0.562 |
| 3 | 10.77 | 0.610 |
| 4 | 6.46 | 2.909 |